No. 1
Molecular formula: C4H8N2O
Method: DFT, ωB97M-V/def2-TZVPD

Structure (XYZ):
```
15
Properties=species:S:1:pos:R:3:mulliken_charge:R:1
N 1.452 -0.559 1.813 -0.749
C 0.274 -0.588 0.909 0.545
C -0.177 0.801 0.222 -0.737
C -0.620 0.884 -1.268 -0.678
O -1.800 0.155 -1.545 -0.533
C 0.583 -1.375 -0.288 0.191
N 0.691 -1.747 -1.377 -0.538
H 1.254 -0.036 2.663 0.242
H 1.680 -1.502 2.143 0.264
H -0.587 -1.060 1.414 0.196
H 0.645 1.527 0.280 0.346
H -1.044 1.206 0.756 0.327
H 0.167 0.654 -2.001 0.462
H -0.825 1.962 -1.344 0.322
H -1.696 -0.323 -2.378 0.342
```

Output
* HOMO level: -0.37228 Ha
* HOMO-LUMO gap: 10.91 eV
* ΔE to the lowest compared entry with this formula, charge and spin: 211.2 kJ/mol
* net charge: 0

---

No. 2
Molecular formula: C42H35F20NO14P2S
Method: DFT, ωB97M-V/def2-TZVPD

Structure (XYZ):
```
115
Properties=species:S:1:pos:R:3:mulliken_charge:R:1
C -4.925 1.008 5.042 -1.285
C -5.104 0.552 3.583 -0.746
C -3.836 0.058 2.824 2.734
P -2.284 1.094 3.138 -0.286
P -0.811 0.511 4.618 1.096
O 0.339 1.385 4.324 -0.710
O -1.393 0.595 6.099 -0.503
O -0.441 -1.047 4.445 -0.273
C -3.563 -1.489 2.983 0.890
C -3.969 -2.100 4.342 -2.173
N -3.158 -1.613 5.448 -0.288
C -4.161 -2.450 1.881 -1.076
C -3.048 -3.116 1.028 -0.753
C -2.064 -3.937 1.890 -1.600
C -0.603 -3.515 1.779 1.021
F 0.047 -3.806 2.949 -0.427
F -0.483 -2.170 1.612 -0.252
C 0.194 -4.181 0.610 0.501
F 1.067 -3.323 0.071 -0.291
F -0.706 -4.505 -0.350 -0.337
C 0.936 -5.511 0.979 0.763
F 0.143 -6.225 1.804 -0.318
F 1.056 -6.191 -0.176 -0.345
C 2.402 -5.510 1.563 0.507
F 3.195 -4.795 0.751 -0.290
F 2.773 -6.808 1.481 -0.297
C 2.727 -5.101 3.045 0.679
F 3.889 -5.704 3.343 -0.310
F 1.786 -5.581 3.865 -0.240
C 2.937 -3.558 3.310 0.709
F 4.225 -3.269 3.327 -0.277
F 2.412 -3.225 4.480 -0.250
F 2.357 -2.811 2.364 -0.234
S -5.430 -1.819 0.751 1.443
O -4.956 -1.963 -0.591 -0.650
O -6.705 -2.308 1.158 -0.754
O -5.426 -0.272 1.091 -0.623
C -4.096 0.243 1.294 0.384
C -4.096 1.649 0.609 -0.768
F -4.373 2.624 1.506 -0.306
F -5.075 1.647 -0.309 -0.349
C -2.814 2.128 -0.202 1.303
F -3.249 2.910 -1.207 -0.323
F -2.019 2.881 0.561 -0.176
C -1.967 1.030 -0.895 0.357
F -1.042 1.601 -1.640 -0.232
F -2.755 0.288 -1.662 -0.287
F -1.355 0.219 -0.036 -0.255
H -5.798 0.718 5.636 0.361
H -4.031 0.598 5.511 0.182
H -4.856 2.100 5.101 0.346
H -5.545 1.375 3.018 0.576
H -5.854 -0.244 3.534 0.374
H -2.828 2.162 3.864 -0.029
H -0.762 0.220 6.736 0.338
H 0.342 -1.097 3.870 0.186
H -2.478 -1.619 2.888 -0.658
H -5.023 -1.890 4.546 0.570
H -3.909 -3.195 4.246 0.490
H -3.666 -1.681 6.323 0.273
H -2.311 -2.163 5.548 0.182
H -4.722 -3.243 2.388 0.971
H -3.507 -3.767 0.282 0.831
H -2.518 -2.347 0.463 0.029
H -2.140 -4.996 1.630 0.670
H -2.291 -3.868 2.959 0.433
H -3.421 -0.370 0.693 -0.174
C -0.718 7.588 -3.038 -0.354
C -1.313 8.148 -1.989 -0.460
C -1.689 7.344 -0.796 0.251
O -2.237 7.857 0.155 -0.561
C -1.372 5.895 -0.821 -0.247
C -0.780 5.335 -1.872 -0.131
C -0.404 6.137 -3.061 0.156
O 0.157 5.633 -4.012 -0.591
H -0.431 8.151 -3.918 0.430
H -1.551 9.203 -1.945 0.418
H -1.647 5.330 0.060 0.559
H -0.536 4.281 -1.912 0.520
C 5.641 5.049 -0.872 -0.432
C 4.589 5.366 -0.123 -0.430
C 3.315 5.808 -0.744 0.347
O 2.354 6.107 -0.065 -0.529
C 3.258 5.873 -2.223 -0.189
C 4.305 5.550 -2.978 -0.473
C 5.583 5.118 -2.357 0.335
O 6.549 4.832 -3.031 -0.550
H 6.584 4.727 -0.448 0.409
H 4.604 5.324 0.958 0.422
H 2.315 6.200 -2.640 0.332
H 4.275 5.580 -4.060 0.787
C 2.475 -9.421 -0.677 -0.209
C 3.769 -9.726 -0.653 -0.198
C 4.307 -10.867 -1.437 0.248
O 5.485 -11.148 -1.415 -0.532
C 3.343 -11.654 -2.250 -0.422
C 2.048 -11.349 -2.274 -0.397
C 1.512 -10.208 -1.488 0.310
O 0.333 -9.929 -1.508 -0.539
H 2.060 -8.595 -0.117 0.433
H 4.491 -9.167 -0.070 0.452
H 3.759 -12.479 -2.812 0.409
H 1.326 -11.906 -2.857 0.414
C 3.323 7.643 -7.339 -0.366
C 3.527 8.523 -8.314 -0.355
C 4.636 8.351 -9.288 0.354
O 4.823 9.154 -10.176 -0.540
C 5.507 7.157 -9.132 -0.377
C 5.302 6.276 -8.157 -0.319
C 4.195 6.452 -7.184 0.337
O 4.008 5.649 -6.294 -0.553
H 2.521 7.739 -6.618 0.542
H 2.906 9.399 -8.452 0.406
H 6.307 7.056 -9.853 0.401
H 5.923 5.400 -8.018 0.430
```

Output
* HOMO level: -0.35346 Ha
* HOMO-LUMO gap: 8.08 eV
* net charge: 0

---

No. 3
Molecular formula: C11H24ClIN2O2PSTm
Method: DFT, ωB97M-V/def2-TZVPD

Structure (XYZ):
```
44
Properties=species:S:1:pos:R:3:lowdin_spin:R:1
C -1.799 1.940 -5.351 0.000
C -1.659 1.575 -3.940 0.000
H -2.502 1.269 -5.860 0.000
H -0.822 1.906 -5.855 0.000
H -2.185 2.972 -5.406 0.000
O -2.298 0.667 -3.338 -0.001
I -3.572 0.185 0.553 -0.004
Tm -1.548 0.623 -1.233 2.013
P 0.691 -0.775 -2.403 -0.001
C 1.173 -2.522 -2.253 -0.001
C 0.668 -0.648 -4.229 0.000
H 2.250 1.094 -2.274 0.000
H 3.073 -0.445 -2.694 0.000
H 2.563 -0.113 -1.006 0.000
C 2.304 0.021 -2.062 0.001
H 0.546 0.394 -4.553 0.000
H 1.613 -1.047 -4.620 0.000
H 2.089 -2.710 -2.829 0.000
H 0.366 -3.163 -2.632 0.000
H -0.164 -1.241 -4.627 0.000
H 1.348 -2.761 -1.198 0.000
C -1.438 -1.724 -0.795 -0.001
O -1.473 -2.837 -0.480 0.000
Cl -0.585 2.638 -2.938 -0.001
C 2.277 -1.157 4.268 0.000
C 1.682 0.158 3.805 0.000
N 1.119 0.018 2.432 0.000
C 0.176 0.891 1.995 0.000
S 0.288 1.635 0.437 -0.002
N -0.828 1.221 2.840 0.000
C -1.485 0.191 3.688 0.000
C -2.336 0.872 4.740 0.000
H 1.563 -1.978 4.133 0.000
H 2.524 -1.090 5.333 0.000
H 3.195 -1.390 3.719 0.000
H 0.878 0.493 4.465 0.000
H 2.454 0.944 3.794 0.000
H 1.833 -0.194 1.732 0.000
H -1.495 1.873 2.422 0.000
H -2.114 -0.449 3.047 0.000
H -0.710 -0.436 4.135 0.000
H -3.149 1.449 4.289 0.000
H -2.778 0.108 5.386 0.000
H -1.734 1.539 5.365 0.000
```

Output
* HOMO level (alpha / beta): -0.55842 / -0.55976 Ha
* HOMO-LUMO gap (alpha / beta): 7.42 / 7.46 eV
* spin multiplicity: 3
* ΔE to the lowest compared entry with this formula, charge and spin: 0.0 kJ/mol
* net charge: +2

---

No. 4
Molecular formula: C5H3N
Method: DFT, ωB97M-V/def2-TZVPD

Structure (XYZ):
```
9
Properties=species:S:1:pos:R:3:mulliken_charge:R:1
C 1.513 1.039 0.461 -0.306
C 1.960 2.085 0.808 0.717
C 3.607 4.781 2.319 -0.111
C -0.500 0.119 -0.146 -0.689
C 0.820 -0.074 -0.208 -0.327
N 2.935 3.942 1.792 -0.179
H -1.190 -0.619 -0.325 0.314
H -0.844 1.121 0.207 0.248
H 1.573 -0.734 -0.635 0.335
```

Output
* HOMO level (alpha / beta): -0.37880 / -0.38143 Ha
* HOMO-LUMO gap (alpha / beta): 6.25 / 6.45 eV
* ΔE to the lowest compared entry with this formula, charge and spin: 718.2 kJ/mol
* net charge: 0

---

These records have DFT total energy values of -9304.2045, -158036.6611, -89137.2459, -6713.2792 eV, in the order they appear.